Entry 1:
Density functional theory data (the ωB97M-V functional and the def2-TZVPD basis) for C7H12BNO3S in the gas phase at a distorted geometry.

frontier orbital gap: 8.2 eV
HOMO level: -8.119 eV
SMILES: CO[C@@H]1N=CC=C[C@@]1(SC)B(O)O
relative energy (zero: lowest compared OMol25 entry of this formula, charge and spin): 0.809 eV

The geometry in ORCA input format:
```
! RIJCOSX wB97M-V def2-TZVPD def2/J DEFGRID3
* xyz 0 1
C 1.0772 0.0000 3.1239
O 0.3231 -0.3957 2.0134
C 0.6228 0.4421 0.9113
N 0.4131 1.8331 1.1877
C 0.2565 2.6373 0.2110
C 0.1962 2.1797 -1.1618
C 0.0974 0.9095 -1.4851
C -0.0316 -0.0617 -0.3750
S -1.7804 -0.0859 0.2239
C -2.5488 -0.7746 -1.2895
B 0.6079 -1.5339 -0.7360
O 1.7818 -1.4445 -1.4093
O 0.0046 -2.7468 -0.5321
H 2.1430 0.0683 2.8838
H 0.9937 -0.7272 3.9568
H 0.7632 1.0389 3.3596
H 1.6805 0.3762 0.7714
H 0.0618 3.7516 0.4802
H 0.1060 3.1552 -1.7847
H 0.1243 0.6557 -2.5890
H -3.6001 -0.5442 -1.1328
H -2.2992 -1.7632 -1.6970
H -2.2663 -0.0245 -2.0452
H 2.2878 -2.2847 -1.2918
H 0.3054 -3.6189 -1.0016
*
```

***

Entry 2:
Density functional theory data (the ωB97M-V functional and the def2-TZVPD basis) for 7 unconnected molecules or ions with the total composition C27H54ClFNO12 at a distorted geometry.

frontier orbital gap: 3.5 eV
HOMO level: -1.909 eV

The geometry in ORCA input format:
```
! RIJCOSX wB97M-V def2-TZVPD def2/J DEFGRID3
* xyz -1 1
F 2.7154 -0.3429 4.9750
C 1.7567 0.3409 4.0776
C 1.6390 -0.2926 2.5702
C 2.5630 -1.6195 2.2981
N 3.9159 -1.3222 1.6626
Cl 5.0819 -0.8339 2.8489
H 2.0688 1.4869 3.9780
H 0.7031 0.3478 4.6363
H 1.9047 0.5484 1.7710
H 0.4965 -0.6084 2.4325
H 2.6467 -2.3287 3.2532
H 1.9714 -2.2750 1.4944
O 9.6293 -4.1683 -1.4240
C 9.2977 -3.1089 -0.8929
O 8.1670 -3.0399 -0.1557
C 7.7805 -1.9050 0.6409
C 7.0788 -0.8622 -0.2084
C 10.0939 -1.8598 -1.1267
H 8.6374 -1.4995 1.1873
H 7.0819 -2.2804 1.3964
H 7.7339 -0.4730 -0.9919
H 6.7440 -0.0246 0.4099
H 6.2115 -1.3005 -0.7117
H 9.8156 -1.4340 -2.0936
H 11.1564 -2.1224 -1.1373
H 9.9750 -1.1067 -0.3494
O -1.6462 1.0143 4.8086
C -2.1999 1.3762 3.7709
O -2.2561 0.5492 2.7034
C -3.0207 0.8067 1.5113
C -2.2493 1.6977 0.5564
C -2.7424 2.7686 3.6449
H -4.0091 1.2060 1.7583
H -3.1902 -0.1654 1.0360
H -2.0387 2.6750 0.9978
H -2.8137 1.8503 -0.3679
H -1.2823 1.2477 0.3113
H -1.9218 3.4529 3.4170
H -3.1972 3.0515 4.5994
H -3.5234 2.8734 2.8935
O -6.1062 0.8011 2.6620
C -6.9627 0.9875 1.7984
O -7.0291 2.1700 1.1472
C -7.8752 2.4298 0.0120
C -9.2780 2.7982 0.4566
C -7.9987 -0.0597 1.5172
H -7.8599 1.5896 -0.6887
H -7.4321 3.2807 -0.5163
H -9.7533 1.9832 1.0080
H -9.9033 3.0421 -0.4069
H -9.2509 3.6605 1.1298
H -8.7838 0.0015 2.2746
H -7.5208 -1.0430 1.5677
H -8.4429 0.0115 0.5257
O -0.2511 2.3329 -1.0593
C -0.1328 1.7237 -2.1220
O -1.2114 1.1576 -2.7076
C -1.2130 0.5743 -4.0236
C -0.7073 -0.8552 -3.9817
C 1.2202 1.5250 -2.7374
H -0.6584 1.1993 -4.7300
H -2.2548 0.5757 -4.3617
H 0.3257 -0.9073 -3.6289
H -0.7565 -1.3096 -4.9753
H -1.3076 -1.4523 -3.2885
H 1.7238 0.6962 -2.2343
H 1.8021 2.4416 -2.5994
H 1.1960 1.3392 -3.8100
O -3.5608 -6.0380 5.1008
C -3.5152 -4.8089 5.1389
O -3.1698 -4.1045 4.0383
C -3.2498 -2.6715 3.9285
C -2.0165 -2.0145 4.5185
C -3.7559 -4.0791 6.4267
H -4.1799 -2.2962 4.3659
H -3.2985 -2.4451 2.8580
H -1.9153 -2.2311 5.5850
H -2.0595 -0.9294 4.3888
H -1.1123 -2.3942 4.0328
H -2.8450 -4.1073 7.0294
H -4.5641 -4.5834 6.9655
H -4.0752 -3.0462 6.2976
O 2.9089 -0.5894 -5.4498
C 3.2660 0.4331 -6.0341
O 2.3476 1.2860 -6.5398
C 2.6519 2.5824 -7.0864
C 3.0847 2.4696 -8.5359
C 4.7219 0.7040 -6.2707
H 3.3838 3.1076 -6.4654
H 1.7265 3.1658 -7.0335
H 3.9963 1.8759 -8.6395
H 3.2675 3.4606 -8.9607
H 2.3127 1.9673 -9.1269
H 5.0583 0.1230 -7.1326
H 5.2813 0.3939 -5.3825
H 4.9572 1.7556 -6.4261
*
```

***

Entry 3:
Density functional theory data (the ωB97M-V functional and the def2-TZVPD basis) for C4H6N2S2 in the gas phase at a distorted geometry.

frontier orbital gap: 8.5 eV
HOMO level: -8.046 eV
SMILES: Nc1ncsc1CS
relative energy (zero: lowest compared OMol25 entry of this formula, charge and spin): 1.503 eV

The geometry in ORCA input format:
```
! RIJCOSX wB97M-V def2-TZVPD def2/J DEFGRID3
* xyz 0 1
N -0.6723 -2.0192 -1.1087
C -1.1649 -0.8830 -0.4627
N -2.4314 -0.5650 -0.5435
C -2.7783 0.5857 0.0543
S -1.3793 1.2269 1.0164
C -0.4122 -0.0391 0.3519
C 1.2477 -0.0085 0.6247
S 1.9650 1.4214 -0.1742
H 0.3483 -2.0206 -1.2511
H -1.3027 -2.2679 -1.9331
H -3.7089 1.1291 0.3048
H 1.5124 0.0011 1.6996
H 1.6658 -0.8797 0.1535
H 2.9480 0.7855 -1.0221
*
```

***

Entry 4:
Density functional theory data (the ωB97M-V functional and the def2-TZVPD basis) for 7 unconnected molecules or ions with the total composition C6H26NO7 at a distorted geometry.

frontier orbital gap: 8.6 eV
HOMO level: -5.384 eV
relative energy (zero: lowest compared OMol25 entry of this formula, charge and spin): 1.352 eV

The geometry in ORCA input format:
```
! RIJCOSX wB97M-V def2-TZVPD def2/J DEFGRID3
* xyz -1 1
C -0.4854 1.8913 -0.7325
C -0.7764 1.6032 0.7359
C -2.0538 0.8234 1.0580
O -1.6727 -0.4354 1.6254
C -0.6979 0.7370 -1.6962
N 0.4524 -0.2162 -1.7072
C 0.3000 -1.3270 -2.6323
C 1.4948 -2.3043 -2.4294
H -1.0954 2.7431 -1.0888
H 0.4084 2.4341 -0.9185
H -0.6773 2.4562 1.4206
H 0.0468 1.0053 1.1168
H -2.6728 0.6648 0.1392
H -2.7769 1.2441 1.8162
H -1.6716 0.2970 -1.3248
H -0.7208 0.9916 -2.7426
H 0.5966 -0.6611 -0.8091
H -0.6768 -1.8601 -2.4677
H 0.3993 -0.9101 -3.6573
H 2.4256 -1.8111 -2.6865
H 1.3124 -3.1962 -3.0183
H 1.6372 -2.6204 -1.3889
H 2.9936 -1.1141 0.7683
H 1.9108 -0.0703 0.5994
O 2.8894 -0.2081 0.4491
H 3.1522 1.1036 -1.2439
H 1.8490 1.2608 -2.0176
O 2.7064 1.6805 -1.8850
H 0.8437 -0.5469 2.6474
H -0.2296 -0.8059 1.4939
O 0.8339 -0.8358 1.7291
H -4.1455 -1.0873 2.8514
H -2.6263 -0.6681 2.9505
O -3.3797 -1.1054 3.4264
H -2.1757 -1.7909 0.8829
H -2.7247 -3.1748 1.3517
O -2.5865 -2.6617 0.5518
H 2.6602 2.0925 1.0427
H 2.4175 2.5996 -0.4040
O 2.4369 2.8846 0.5379
*
```

***

Entry 5:
Density functional theory data (the ωB97M-V functional and the def2-TZVPD basis) for 8 unconnected molecules or ions with the total composition C23H64N2O8 at a distorted geometry.

frontier orbital gap: 9.6 eV
HOMO level: -8.947 eV
SMILES: COC[C@H](C)N.COC[C@H](C)N.CC(C)O.CC(C)O.CC(C)O.CC(C)O.CC(C)O.O
relative energy (zero: lowest compared OMol25 entry of this formula, charge and spin): 0.000 eV

The geometry in ORCA input format:
```
! RIJCOSX wB97M-V def2-TZVPD def2/J DEFGRID3
* xyz 0 1
C -2.1102 2.3187 2.4136
O -3.0469 1.3216 2.2417
C -2.4441 0.1057 2.6988
C -2.2901 -0.0506 4.2502
C -2.1325 -1.4990 4.6626
N -3.4827 0.3081 4.9677
H -2.5831 3.2691 2.1663
H -1.2720 2.2231 1.7233
H -1.8590 2.3614 3.4734
H -3.1280 -0.6104 2.2432
H -1.6032 -0.0029 2.0138
H -1.4134 0.5462 4.5021
H -2.9578 -2.1767 4.4444
H -2.0121 -1.4990 5.7459
H -1.2569 -1.9074 4.1579
H -3.7074 1.0931 4.3732
H -4.2947 -0.2889 5.0338
C 3.3688 4.9223 -3.4317
O 2.8231 4.1936 -2.3576
C 2.1364 4.8519 -1.2766
C 1.7286 3.8442 -0.1791
C 0.6090 2.9235 -0.5715
N 1.3548 4.4813 1.0781
H 2.6316 5.4712 -4.0176
H 3.9071 4.2005 -4.0459
H 4.1462 5.5377 -2.9789
H 2.7340 5.6882 -0.9141
H 1.1732 5.1864 -1.6621
H 2.5258 3.2390 0.2524
H 0.4257 2.0709 0.0824
H 1.0471 2.5142 -1.4818
H -0.3290 3.4336 -0.7908
H 0.6085 3.9478 1.5007
H 1.0125 5.4307 1.0399
C 0.9299 -4.1419 -0.6955
C 1.2199 -3.7537 0.7523
C 2.5142 -4.3657 1.2521
O 1.4339 -2.4266 0.6410
H 0.3642 -5.0604 -0.8515
H 1.8894 -4.1472 -1.2128
H 0.3451 -3.3405 -1.1471
H 0.4234 -4.0861 1.4180
H 3.1200 -3.7243 1.8921
H 3.1521 -4.6984 0.4333
H 2.3373 -5.1775 1.9577
H 1.7265 -2.0437 1.4712
C 1.6727 -0.2999 -3.4450
C 3.2064 0.0611 -3.2843
C 3.4203 -0.1371 -1.7409
O 4.0822 -0.9546 -3.8127
H 1.0599 0.4355 -2.9238
H 1.3109 -1.1925 -2.9347
H 1.5382 -0.3834 -4.5234
H 3.5292 0.9573 -3.8142
H 4.4971 -0.0647 -1.5884
H 3.1283 -1.1248 -1.3840
H 2.9537 0.6119 -1.1011
H 5.0122 -0.7267 -3.7434
C -3.3793 -0.8181 -4.7597
C -3.1110 0.7491 -4.6309
C -2.2287 1.0538 -3.3301
O -2.4530 1.2573 -5.7046
H -2.4553 -1.2706 -5.1197
H -4.1796 -1.0175 -5.4724
H -3.6217 -1.3159 -3.8208
H -4.0618 1.2765 -4.5541
H -2.7772 1.5598 -2.5356
H -1.5479 1.8399 -3.6570
H -1.5740 0.2451 -3.0054
H -2.5267 2.2093 -5.6053
C -4.2013 -1.8030 -0.0713
C -2.9380 -2.7521 -0.0960
C -3.0736 -3.9059 0.9580
O -2.8904 -3.3891 -1.3704
H -4.2528 -1.1522 -0.9442
H -4.3357 -1.2119 0.8346
H -5.1170 -2.3942 -0.0779
H -2.0887 -2.0921 0.0807
H -2.1934 -4.5483 0.9840
H -3.9976 -4.4837 0.9354
H -3.2162 -3.4068 1.9164
H -3.7342 -3.7765 -1.6145
C 1.3866 -0.1631 3.2427
C 2.8216 0.1912 2.8479
C 3.4560 1.0320 3.9355
O 3.5861 -0.9901 2.6256
H 0.8451 0.7825 3.2656
H 1.0924 -0.6424 4.1764
H 1.0027 -0.6118 2.3265
H 2.9203 0.6472 1.8628
H 2.7773 1.8688 4.1010
H 4.4189 1.2531 3.4751
H 3.5952 0.4341 4.8362
H 4.2000 -0.9972 3.3636
O -0.4716 -0.1109 -0.5833
H -0.9635 -0.3591 -1.3660
H 0.1116 -0.8525 -0.4213
*
```